No. 1
{"formula": "C5H15NO", "method": "ωB97M-V/def2-TZVPD", "homo_ha": [-0.495, -0.495], "spin_multiplicity": 2, "de_lowest_kj_mol": 96.0, "charge": 1, "homo_lumo_gap_ha": [0.3956, 0.2431], "total_energy_ev": -8956.8922, "species": ["C", "C", "N", "C", "C", "C", "H", "H", "H", "H", "H", "H", "H", "H", "H", "H", "H", "H", "H", "H", "H", "O"], "xyz": [[-1.518, 2.473, -0.967], [-0.472, 2.264, 0.242], [0.161, 1.028, 0.358], [-0.458, -0.014, 1.242], [-1.702, -0.520, 0.593], [1.195, 0.778, -0.642], [-2.085, 1.580, -1.229], [-0.834, 2.493, -1.845], [-2.227, 3.250, -0.700], [0.206, 3.113, 0.161], [-1.103, 2.366, 1.141], [0.212, -0.853, 1.459], [-0.504, 0.404, 2.254], [-1.647, -0.492, -0.518], [-1.851, -1.558, 0.881], [-2.688, -0.054, 0.739], [1.682, -0.212, -0.507], [0.661, 0.538, -1.566], [1.928, 1.570, -0.600], [3.419, -6.479, 0.413], [3.703, -5.912, -0.918], [3.920, -5.760, 0.008]]}

***

No. 2
{"formula": "C5H15NO2", "method": "ωB97M-V/def2-TZVPD", "homo_ha": -0.335, "de_lowest_kj_mol": 129.2, "smiles": "C/C=C/CCN.O.O", "homo_lumo_gap_ha": 0.3586, "total_energy_ev": -11012.6074, "species": ["C", "C", "C", "C", "C", "N", "H", "H", "H", "H", "H", "H", "H", "H", "H", "H", "H", "O", "H", "H", "O", "H", "H"], "xyz": [[2.638, -1.311, 0.604], [1.137, -1.144, 0.776], [0.464, -0.041, 0.486], [-1.052, 0.008, 0.625], [-1.767, -0.307, -0.678], [-1.688, 0.851, -1.581], [2.823, -1.868, -0.298], [3.034, -1.781, 1.505], [3.102, -0.330, 0.572], [0.585, -1.983, 1.191], [0.893, 0.867, 0.072], [-1.303, -0.733, 1.393], [-1.349, 0.975, 1.035], [-2.793, -0.621, -0.512], [-1.258, -1.194, -1.079], [-2.563, 0.977, -2.075], [-1.624, 1.662, -0.977], [-0.425, 2.083, 3.017], [-0.337, 3.012, 3.245], [-0.812, 1.639, 3.785], [0.833, -0.778, -3.089], [0.556, -0.276, -2.313], [0.299, -0.426, -3.806]]}

***

No. 3
{"formula": "C5H15NO2", "method": "ωB97M-V/def2-TZVPD", "homo_ha": -0.289, "de_lowest_kj_mol": 239.9, "homo_lumo_gap_ha": 0.3178, "total_energy_ev": -11011.4599, "species": ["C", "C", "C", "O", "O", "H", "H", "H", "H", "H", "H", "H", "H", "C", "C", "N", "H", "H", "H", "H", "H", "H", "H"], "xyz": [[1.491, -0.754, -0.605], [2.436, -0.406, -1.731], [0.156, 1.476, -0.921], [0.681, -1.666, -0.690], [1.940, -0.430, 0.661], [-0.657, -1.124, 0.431], [2.466, 0.379, 0.628], [3.270, -1.109, -1.697], [2.826, 0.607, -1.642], [1.923, -0.515, -2.682], [-0.619, 2.226, -0.725], [0.044, 1.229, -1.975], [1.076, 2.051, -0.820], [-2.590, -0.432, 0.363], [-1.013, -0.147, 2.212], [-1.189, -0.297, 0.767], [-0.520, 0.605, -0.072], [-3.079, -1.280, 0.853], [-3.127, 0.482, 0.621], [-1.455, 0.797, 2.534], [-1.484, -0.962, 2.773], [-2.626, -0.574, -0.715], [0.052, -0.156, 2.434]]}

***

No. 4
{"formula": "C5H15NO2", "method": "ωB97M-V/def2-TZVPD", "homo_ha": -0.327, "de_lowest_kj_mol": 353.2, "smiles": "CN1CCCC1.O.O", "homo_lumo_gap_ha": 0.3489, "total_energy_ev": -11010.2853, "species": ["C", "N", "C", "C", "C", "C", "H", "H", "H", "H", "H", "H", "H", "H", "H", "H", "H", "O", "H", "H", "O", "H", "H"], "xyz": [[0.048, 0.376, -1.626], [-0.082, -0.484, -0.442], [-1.475, -0.665, 0.011], [-1.784, 0.084, 1.343], [-0.497, 0.689, 1.819], [0.591, 0.163, 0.738], [0.331, 1.393, -1.525], [0.944, -0.184, -2.228], [-0.801, 0.210, -2.200], [-2.356, -0.241, -0.765], [-1.601, -1.777, 0.059], [-2.569, 0.862, 1.210], [-2.215, -0.628, 2.058], [-0.340, 0.329, 2.750], [-0.532, 1.775, 1.699], [1.088, -0.665, 1.270], [1.279, 0.865, 0.359], [-0.190, -3.413, -2.063], [-0.206, -2.400, -2.001], [0.805, -3.455, -1.892], [3.115, 2.733, 0.409], [3.010, 2.258, -0.267], [3.437, 2.175, 1.285]]}